Record 1
Below is a cluster of 2 separate species, C4H4N4S in total, with properties calculated with the ωB97M-V functional and the def2-TZVPD basis.

Last column: Mulliken charge in e.
Geometry (Å):
S: 1.618811 2.365777 0.127150  -0.1321
N: -1.603971 0.422202 -1.389430  -0.5453
N: -0.452147 0.828421 -1.034047  -0.3665
N: 2.146776 -2.673101 -0.381554  -0.4000
N: -0.116096 0.423737 0.144752  0.5238
C: -1.060073 -0.470584 0.598582  0.0316
C: 1.863549 -1.613345 -0.062600  -0.2315
C: 1.048572 0.831427 0.733705  0.0944
C: -2.014101 -0.418627 -0.421083  -0.4365
H: -0.928825 -1.062784 1.509932  0.3823
H: -2.731030 -1.186247 -0.693607  0.3546
H: 1.592990 0.424533 1.658881  0.3755
H: 0.635545 2.128597 -0.790684  0.3497

Cartesian forces, eV/Å:
-0.164 -2.018 0.788
0.868 -0.413 0.007
0.295 3.281 -2.479
0.435 -2.085 -0.615
-1.099 -2.438 2.849
-0.762 -0.041 -0.675
-0.358 3.130 0.980
2.633 0.715 0.141
0.542 -2.098 1.333
-0.130 0.377 -0.617
-0.483 0.571 0.658
-1.804 0.201 -1.539
0.030 0.819 -0.830

The total energy comes out at -21002.2975 eV. The HOMO energy (spin up / spin down) comes out at -9.2731 / -9.2748 eV. The energy above the lowest of the compared OMol25 structures with the same formula, charge and spin comes out at 403.1 kJ/mol.


Record 2
Below is a structure of composition C4H4NO, with properties calculated with the ωB97M-V functional and the def2-TZVPD basis.

Last column: Mulliken charge in e.
Geometry (Å):
O: -3.726230 0.531337 -0.675204  -0.1517
N: 2.342179 1.242827 -0.533480  -0.3095
C: 1.861999 0.347907 0.142468  0.2406
C: -2.765383 -0.010147 -0.396716  0.5445
C: -0.477170 -0.849778 0.514965  -0.2791
C: -1.701582 -0.638892 0.147759  -0.1480
H: -0.138980 -1.651970 1.176199  0.4026
H: 1.806811 1.651441 -1.273410  0.3182
H: 0.613951 -0.203820 0.088130  0.0508
H: 2.184407 -0.418902 0.809288  0.3317

Cartesian forces, eV/Å:
0.296 -0.397 -0.257
-1.077 -2.138 1.488
0.752 0.723 -1.179
1.148 -0.167 1.161
-2.253 -0.213 -0.606
1.060 0.694 -0.454
0.509 0.380 -0.106
-0.281 0.858 -0.628
-1.047 0.268 -0.230
0.894 -0.009 0.812

As for the total charge: +1. The total energy comes out at -7737.0096 eV. The HOMO energy (spin up / spin down) comes out at -14.1763 / -14.1773 eV. The energy above the lowest of the compared OMol25 structures with the same formula, charge and spin comes out at 331.4 kJ/mol.


Record 3
Below is a cluster of 2 separate species, C4H4NO3 in total, with properties calculated with the ωB97M-V functional and the def2-TZVPD basis.

Last column: Mulliken charge in e.
Geometry (Å):
O: -2.739500 -0.936687 0.223907  -0.5113
O: -2.987401 1.164358 -0.142027  -0.6164
O: 0.189821 -1.805826 0.459525  -0.6190
N: 3.021946 -0.275766 0.184422  -0.4786
C: -0.803887 0.356892 -0.385202  -0.3799
C: 0.098241 -0.700840 -0.115980  0.4601
C: -2.204877 0.272165 -0.131685  0.4144
C: 2.110405 0.504130 -0.190639  -0.2821
H: -2.134931 -1.637062 0.487661  0.3112
H: -0.446127 1.215077 -0.933078  0.3303
H: 3.769575 0.240828 0.545582  0.2048
H: 2.126740 1.602731 -0.002489  0.1666

Cartesian forces, eV/Å:
-0.679 -0.756 0.364
-1.401 2.304 -0.575
-0.366 3.505 -2.282
-0.937 -0.706 -0.731
1.537 -1.786 -0.329
0.900 0.140 1.819
0.812 -1.862 0.723
-2.770 -1.937 0.443
0.751 0.251 -0.299
0.058 -0.013 0.341
2.013 0.993 0.835
0.081 -0.132 -0.309

As for the total charge: -1. The total energy comes out at -11843.8200 eV. The HOMO energy (spin up / spin down) comes out at -3.4828 / -3.4833 eV. The energy above the lowest of the compared OMol25 structures with the same formula, charge and spin comes out at 291.8 kJ/mol.


Record 4
Below is a structure of composition C4H4NO3, with properties calculated with the ωB97M-V functional and the def2-TZVPD basis.

Last column: Mulliken charge in e.
Geometry (Å):
O: 3.112256 -0.690244 -0.320038  -0.6394
O: 0.591712 -1.178136 0.050921  -0.6124
O: -0.842549 1.916064 0.542333  -0.7458
N: -0.427074 -0.289323 0.251305  0.3098
C: -0.018207 1.020817 0.348130  0.5530
C: 2.084671 -0.059361 -0.089621  0.7800
C: -1.664092 -0.830400 -0.319982  -0.7866
C: 1.430225 1.067430 0.317476  -1.0553
H: 1.802101 1.979151 0.514953  0.4268
H: -1.463380 -1.898713 -0.503675  0.3330
H: -2.539978 -0.754398 0.438876  0.2185
H: -2.065686 -0.282890 -1.230683  0.2183

Cartesian forces, eV/Å:
-2.522 1.892 0.427
2.413 0.710 -0.665
0.052 0.772 -0.266
-0.604 -0.635 -0.508
-0.583 -1.504 0.488
0.437 -2.669 0.563
-1.601 1.084 1.049
-1.570 -2.387 -1.007
1.903 2.841 0.339
-0.157 0.653 -0.124
1.411 -0.149 -1.026
0.820 -0.608 0.729

As for the total charge: -1. The total energy comes out at -11844.5470 eV. The HOMO energy comes out at -3.4072 eV. The energy above the lowest of the compared OMol25 structures with the same formula, charge and spin comes out at 221.7 kJ/mol.


Record 5
Below is a cluster of 2 separate species, C4H4NO3S in total, with properties calculated with the ωB97M-V functional and the def2-TZVPD basis.

Last column: Mulliken charge in e.
Geometry (Å):
S: 2.013117 -1.117298 1.452222  -0.3390
O: 1.775834 -2.357756 -0.943803  -0.4725
O: -1.446561 0.664163 -0.088977  -0.2847
O: 1.558292 2.767550 -0.304873  -0.6458
N: 0.716352 0.903325 1.206767  -0.4282
C: 1.869911 -1.779868 0.080972  0.6373
C: -0.070550 0.901138 -0.054543  -0.2333
C: 0.767862 1.922925 -0.022820  0.4786
C: -1.817643 -0.489126 -0.688294  -0.5725
H: -1.830333 -1.402217 -0.097444  0.2733
H: -2.781169 -0.320254 -1.239163  0.2681
H: -0.979767 -0.991812 -1.336940  0.2109
H: 0.224660 1.299229 2.036897  0.1079

Cartesian forces, eV/Å:
0.413 -0.315 0.325
-0.065 0.330 0.085
1.048 1.736 0.463
0.544 1.594 -0.508
-0.238 0.406 0.611
0.151 -1.074 -0.633
-1.183 -0.988 0.588
0.022 -0.792 0.702
0.787 -2.955 -2.701
-1.022 0.160 1.406
0.863 -0.466 0.366
-1.278 1.831 -0.038
-0.042 0.533 -0.665

As for the total charge: -1. The total energy comes out at -22677.3162 eV. The HOMO energy comes out at -2.2339 eV. The energy above the lowest of the compared OMol25 structures with the same formula, charge and spin comes out at 574.4 kJ/mol.


Record 6
Below is the ion C4H4NOS with charge +1, with properties calculated with the ωB97M-V functional and the def2-TZVPD basis.

Last column: Mulliken charge in e.
Geometry (Å):
S: 2.455056 -0.532659 0.235446  0.2375
O: -1.789519 1.040573 0.359359  -0.4210
N: -0.361173 -0.794957 0.172060  -0.2875
C: 1.904747 0.973787 -0.217640  -0.0565
C: 0.560962 1.434215 -0.191372  -0.2561
C: -0.653445 0.607811 0.232941  0.6744
C: -1.082840 -1.748938 -0.227794  -0.1745
H: 0.200138 2.497211 -0.398766  0.3744
H: -1.878627 -1.813974 -0.890993  0.3115
H: 2.742281 1.660635 -0.716771  0.3389
H: -0.651145 -2.703113 0.067367  0.2590

Cartesian forces, eV/Å:
-1.188 0.737 -0.089
2.395 -0.354 0.298
0.121 1.350 0.984
0.846 1.163 -1.378
-1.033 0.932 1.091
-1.028 -0.622 -2.212
2.817 -0.938 1.175
1.182 -1.429 0.003
-1.959 0.806 -0.923
-1.883 -1.312 1.249
-0.271 -0.333 -0.197

As for the total charge: +1. The total energy comes out at -18573.5789 eV. The HOMO energy (spin up / spin down) comes out at -14.8402 / -14.6478 eV. The energy above the lowest of the compared OMol25 structures with the same formula, charge and spin comes out at 126.3 kJ/mol.


Record 7
Below is a cluster of 2 separate species, C4H4O in total, with properties calculated with the ωB97M-V functional and the def2-TZVPD basis.

Last column: Mulliken charge in e.
Geometry (Å):
O: -1.785069 0.760258 1.473524  -0.5623
C: 0.412904 0.310281 0.484751  -0.2985
C: -0.940387 0.332143 0.748780  0.6997
C: 0.406956 0.076187 -0.935963  -0.3682
C: -0.509718 -0.761579 -0.095546  -0.5302
H: 1.592393 0.683948 1.469389  0.2713
H: 0.094541 0.838331 -1.531303  0.2301
H: -0.569492 -1.772486 -0.163721  0.3539
H: 1.297872 -0.467083 -1.449912  0.2042

Cartesian forces, eV/Å:
-0.585 0.064 0.187
6.217 2.369 3.908
-1.700 0.010 0.992
3.060 -2.720 -1.034
-0.262 2.010 -0.933
-3.589 -1.623 -3.002
-1.387 1.887 -1.768
-0.273 -2.775 0.275
-1.481 0.780 1.374

The total energy comes out at -6255.0616 eV. The HOMO energy comes out at -9.5806 eV. The energy above the lowest of the compared OMol25 structures with the same formula, charge and spin comes out at 416.6 kJ/mol.


Record 8
Below is an isolated molecule of C4H4O, with properties calculated with the ωB97M-V functional and the def2-TZVPD basis.

Last column: Mulliken charge in e.
Geometry (Å):
O: -0.760848 0.952514 -0.102425  -0.3250
C: 0.925742 -0.698504 -0.591985  -0.6618
C: -0.310410 0.397825 1.002462  -0.0920
C: 0.615808 -0.597423 0.792994  -0.2836
C: -0.083672 0.191995 -1.156662  -0.0120
H: 0.032795 0.839718 -2.024608  0.3764
H: 1.042520 -1.209744 1.577344  0.3570
H: -0.733846 0.790533 1.924977  0.3971
H: -0.728088 -0.666915 -1.422097  0.2440

Cartesian forces, eV/Å:
-0.005 -0.199 0.153
-0.178 0.242 0.276
0.020 -0.050 -0.063
0.174 -0.037 0.062
0.072 -0.149 -0.217
0.238 -0.122 0.204
0.037 0.216 -0.017
0.067 -0.110 -0.175
-0.427 0.208 -0.221

The total energy comes out at -6256.6389 eV. The HOMO energy comes out at -8.6469 eV. The energy above the lowest of the compared OMol25 structures with the same formula, charge and spin comes out at 264.4 kJ/mol.


Record 9
Below is an isolated molecule of C4H4O, with properties calculated with the ωB97M-V functional and the def2-TZVPD basis.

Last column: Mulliken charge in e.
Geometry (Å):
O: -0.578548 -1.867699 -1.645342  -0.4958
C: -0.166147 0.117328 -0.484655  -0.3725
C: 0.184967 0.396170 1.744708  -0.2090
C: -0.203353 -0.715843 -1.636192  0.0553
C: -0.174794 -0.358751 0.751176  -0.0936
H: 1.247588 0.382877 1.958703  0.2761
H: 0.129009 1.156140 -0.616555  0.2850
H: 0.241271 -0.183502 -2.487870  0.2753
H: -0.591530 1.033996 2.140373  0.2791

Cartesian forces, eV/Å:
0.145 0.285 -0.420
-0.046 -0.436 -0.327
-0.156 -0.634 1.432
-0.348 -0.824 -0.638
0.395 1.766 -0.723
-0.156 0.369 0.745
-0.055 -0.180 -0.247
-0.077 -0.388 -0.810
0.298 0.042 0.989

As for the SMILES: C=C=CC=O. The total energy comes out at -6256.1939 eV. The HOMO energy comes out at -9.5838 eV. The energy above the lowest of the compared OMol25 structures with the same formula, charge and spin comes out at 307.3 kJ/mol.


Record 10
Below is a cluster of 2 separate species, C4H4O in total, with properties calculated with the ωB97M-V functional and the def2-TZVPD basis.

Last column: Mulliken charge in e.
Geometry (Å):
O: 1.985417 0.226578 0.564965  -0.0878
C: -1.301340 -1.495862 0.582525  -0.2797
C: 1.088799 1.157292 -0.158992  -0.2017
C: 1.865819 -0.030203 -0.666411  -0.2286
C: -0.492955 -1.420105 -0.290589  -0.6231
H: 0.309170 -1.419387 -1.000108  0.5592
H: -2.109530 -1.564270 1.254244  0.4183
H: 1.283172 2.155938 -0.395047  0.2772
H: 0.040948 1.122103 -0.052789  0.1662

Cartesian forces, eV/Å:
-0.409 1.210 0.746
-0.331 0.021 -0.186
0.024 -1.297 -0.808
-0.002 0.427 -0.751
0.366 -0.423 -0.297
-0.292 -0.070 -0.008
-0.215 -0.001 0.419
1.860 1.285 0.055
-1.000 -1.152 0.830

The total energy comes out at -6253.8350 eV. The HOMO energy comes out at -9.8081 eV. The energy above the lowest of the compared OMol25 structures with the same formula, charge and spin comes out at 535.0 kJ/mol.


Maximum force for the records above, in order: 4.1; 2.8; 4.2; 3.4; 4.1; 3.2; 7.7; 0.5; 1.9; 2.3 eV Å⁻¹